This record from the OMol25 dataset describes a structure of composition C13H34CeClIN3OP2 at a distorted geometry. The level of theory is wB97M-V/def2-TZVPD.

Summary:
**Charge**: +3
**M**: 612.86 g mol⁻¹
**Highest occupied orbital energy (alpha / beta)**: -17.42 / -17.42 eV
**Lowest unoccupied orbital energy (alpha / beta)**: -14.06 / -14.06 eV

Last column: Mulliken charge in e.
CARTESIAN COORDINATES (ANGSTROEM)
C (-3.149807, 2.811087, 0.459485)  -1.05
C (-2.342061, 1.608365, -0.012340)  1.23
H (-4.158777, 2.741081, 0.045018)  0.45
H (-2.663067, 3.739563, 0.150821)  0.26
H (-3.175641, 2.847720, 1.551148)  0.25
O (-2.870255, 0.781483, -0.735661)  -0.32
I (2.399815, 0.935620, 1.303971)  0.11
Ce (-0.357092, 1.392327, 0.580001)  -1.60
P (-0.945829, 0.234902, 2.564948)  1.57
C (-0.935812, -1.578456, 2.358155)  -0.94
C (0.166773, 0.540043, 3.972670)  -1.19
H (-0.336972, 0.271811, 4.907168)  0.50
H (-2.801362, 0.000780, 4.127884)  0.54
H (0.453156, 1.593258, 3.979384)  0.38
H (-2.686878, 1.652441, 3.470336)  0.36
H (0.067824, -1.881325, 2.046252)  -0.15
H (1.066748, -0.064541, 3.835144)  0.42
C (-2.614844, 0.590223, 3.224493)  -1.33
H (-1.200114, -2.072457, 3.298385)  0.58
H (-3.367693, 0.351471, 2.468965)  0.42
H (-1.652233, -1.866265, 1.583800)  0.41
P (0.456536, 2.663058, -1.250352)  1.62
C (0.913303, 1.629301, -2.683435)  -1.40
C (-0.711237, 3.886480, -1.947327)  -1.37
H (1.875973, 4.049294, 0.115750)  0.38
H (2.068970, 4.427598, -1.631013)  0.50
H (2.814304, 2.954971, -0.917547)  0.48
C (1.955374, 3.630297, -0.888932)  -1.28
H (-0.975746, 4.612599, -1.174861)  0.37
H (-0.253657, 4.412775, -2.791141)  0.54
H (1.292707, 2.252259, -3.499493)  0.66
H (0.039580, 1.070680, -3.029953)  0.35
H (-1.620370, 3.379500, -2.280951)  0.44
H (1.684709, 0.922977, -2.363251)  0.37
Cl (-0.424748, 3.434793, 1.852804)  -0.09
C (-0.093672, -2.105196, -3.299505)  -0.96
N (0.587121, -2.637186, -2.128221)  0.21
C (1.562818, -3.696729, -2.378328)  -1.08
C (0.590633, -1.943681, -0.844358)  -0.21
N (0.063675, -0.726947, -0.761678)  -0.10
N (1.204692, -2.651177, 0.258788)  0.62
C (0.811499, -4.037997, 0.493121)  -1.26
C (2.442215, -2.232500, 0.890006)  -1.00
H (0.037943, -2.766329, -4.183094)  0.45
H (0.343089, -1.124981, -3.574728)  0.23
H (-1.181104, -2.017082, -3.103681)  0.36
H (2.444198, -3.603722, -1.706824)  0.32
H (1.094055, -4.695856, -2.279257)  0.32
H (2.002489, -3.598880, -3.395245)  0.50
H (-0.386398, -0.390115, -1.604596)  -0.02
H (1.644292, -4.734366, 0.250663)  0.46
H (0.544594, -4.179914, 1.560893)  0.39
H (-0.075276, -4.319824, -0.114792)  0.38
H (2.232246, -1.720524, 1.844561)  0.14
H (3.044622, -3.112915, 1.203737)  0.37
H (3.074688, -1.659790, 0.182214)  0.42

Atoms 1-3, force components in eV/Å:
0.2 0.6 0.9
-9.0 -0.4 -5.6
0.2 -0.3 -0.1

***

This record from the OMol25 dataset describes an isolated molecule of C4H2O2 at a distorted geometry. The level of theory is wB97M-V/def2-TZVPD.

Summary:
**Charge**: 0
**M**: 82.06 g mol⁻¹
**Highest occupied orbital energy**: -9.73 eV
**Lowest unoccupied orbital energy**: -1.69 eV

Last column: Mulliken charge in e.
CARTESIAN COORDINATES (ANGSTROEM)
O (-3.313164, 0.332872, 0.084597)  -0.34
C (-2.154410, 0.232282, 0.038599)  0.57
C (-0.853161, 0.341825, -0.118528)  -0.64
C (0.244221, -0.361158, 0.151834)  0.18
C (1.605258, 0.145757, -0.184684)  -0.01
O (2.603618, -0.465851, 0.112145)  -0.46
H (0.229117, -1.340425, 0.636442)  0.33
H (1.638518, 1.114697, -0.720404)  0.37

Atoms 1-3, force components in eV/Å:
1.0 -0.1 -0.1
-0.8 0.1 0.0
0.1 -0.2 0.1